# C6H12O

A cluster of 2 separate species, C6H12O in total at a distorted geometry (ωB97M-V/def2-TZVPD, the OMol25 dataset).

Cartesian coordinates (Å):
C 0.196 2.585 0.022
C -0.206 1.552 0.786
C -0.805 0.413 0.190
C -0.295 -0.465 -0.627
C 1.047 -0.406 -1.214
C -1.182 -1.585 -0.938
H 0.352 2.806 -1.008
H 0.436 3.576 0.454
H -0.230 1.738 1.958
H -1.866 0.442 0.487
H 1.590 0.498 -1.779
H 1.290 -1.478 -1.556
H 1.659 -0.452 -0.268
H -2.053 -1.588 -0.289
H -0.639 -2.514 -0.688
H -1.443 -1.586 -2.008
O 0.906 -0.992 2.217
H 0.347 -0.727 1.635
H 0.896 -1.817 2.628

As for the structure (SMILES): C=CC=C(C)C.O. The highest occupied orbital energy comes out at -8.77 eV.


# C3H5NS2

A cluster of 2 separate species, C3H5NS2 in total at a distorted geometry (ωB97M-V/def2-TZVPD, the OMol25 dataset).

Cartesian coordinates (Å):
C 1.829 0.920 -0.317
C 2.268 0.082 0.718
C -1.822 -0.937 -0.080
N 2.194 -0.488 -0.477
S -1.329 1.818 -1.070
S -1.808 0.776 0.501
H 1.328 1.755 -0.717
H 2.651 0.065 1.758
H -2.818 -1.434 0.072
H -1.242 -1.511 0.585
H -1.252 -1.045 -0.972

The highest occupied orbital energy (alpha / beta) comes out at -6.51 / -5.98 eV.


# C9H13NOS

A cluster of 2 separate species, C9H13NOS in total at a distorted geometry (ωB97M-V/def2-TZVPD, the OMol25 dataset).

Cartesian coordinates (Å):
C -0.628 -2.719 2.179
C -1.054 -1.645 2.881
C -0.038 -2.503 0.867
C -1.137 -0.377 2.244
C 0.093 -1.223 0.382
C -0.626 -0.181 1.046
C -0.789 2.675 1.305
C 1.022 -0.837 -3.612
C 2.058 0.942 -2.752
N 1.547 -0.378 -2.598
O -2.085 2.873 1.693
S -0.547 1.321 0.126
H -0.822 -3.754 2.433
H -1.692 -1.820 3.837
H 0.531 -3.440 0.518
H -1.533 0.551 2.684
H 0.553 -1.090 -0.640
H -0.392 3.549 0.662
H -0.294 2.571 2.190
H 1.080 -0.289 -4.609
H 0.525 -1.774 -3.385
H -2.440 3.289 0.855
H 2.819 1.210 -1.972
H 2.499 1.268 -3.685
H 1.352 1.780 -2.647

The highest occupied orbital energy (alpha / beta) comes out at -4.44 / -8.84 eV. Its spin multiplicity is 3. Its expectation value of S² is 2.053.


# C5H9Cl2F

A cluster of 2 separate species, C5H9Cl2F in total at a distorted geometry (ωB97M-V/def2-TZVPD, the OMol25 dataset).

Cartesian coordinates (Å):
C -0.706 1.165 0.862
C -0.823 0.200 -1.394
C -0.894 -1.266 0.729
C -0.720 0.021 0.014
C 2.312 -0.170 -0.322
F 2.510 -0.113 -1.733
Cl 2.660 1.347 0.482
Cl 3.501 -1.360 0.320
H -1.459 1.061 1.584
H -0.926 2.140 0.505
H 0.107 1.125 1.513
H -1.137 -0.721 -1.860
H 0.023 0.459 -1.865
H -1.735 0.766 -1.624
H -0.917 -1.026 1.768
H -1.719 -1.793 0.350
H -0.076 -1.834 0.670

The highest occupied orbital energy (alpha / beta) comes out at -8.89 / -7.14 eV.